1.
The following is a quantum chemistry calculation of a single C5H8O2 molecule, from the OMol25 dataset.

ORCA input file:
```
! wB97M-V def2-TZVPD RIJCOSX def2/J DEFGRID3
* xyz 0 1
O 2.661 -0.561 0.164
C 1.272 -0.511 0.413
C 0.615 0.709 -0.246
C -0.871 0.574 -0.499
C -1.798 0.012 0.584
C -1.976 -1.187 -0.364
O -1.184 -0.625 -1.276
H 2.779 -0.775 -0.770
H 1.171 -0.471 1.501
H 0.786 1.608 0.358
H 1.105 0.893 -1.210
H -1.253 1.448 -1.035
H -1.357 -0.236 1.554
H -2.733 0.557 0.750
H 0.781 -1.434 0.076
*
```

Values from the calculation:
- Total energy: -9406.0237 eV
- F_max: 0.38 eV/Å

Atomic partial charges in e from the natural (NBO) method, atoms 1 to 4:
1 O -0.707
2 C -0.070
3 C -0.456
4 C 0.098

2.
The following is a quantum chemistry calculation of a molecular structure, C47H54F3N5O4P2RhS at a distorted geometry, from the OMol25 dataset.

ORCA input file:
```
! wB97M-V def2-TZVPD RIJCOSX def2/J DEFGRID3
* xyz 1 1
Rh -0.289 0.328 -0.913
C 5.165 -5.606 1.744
S 3.606 -6.495 1.576
C 2.960 -5.689 0.094
C 2.405 -4.296 0.352
C 1.763 -3.693 -0.889
N 1.096 -2.416 -0.588
P 1.747 -0.894 -0.990
C 3.359 -1.003 -0.205
C 3.461 -0.838 1.172
C 4.650 -1.121 1.822
C 5.745 -1.575 1.097
C 5.648 -1.738 -0.276
C 4.458 -1.456 -0.930
C 1.989 -0.863 -2.783
C 2.799 0.122 -3.350
C 2.912 0.212 -4.726
C 2.213 -0.666 -5.545
C 1.403 -1.642 -4.986
C 1.293 -1.743 -3.607
P -0.561 -2.111 -0.449
C -1.477 -3.630 -0.752
C -2.021 -3.877 -2.010
C -2.669 -5.076 -2.266
C -2.760 -6.035 -1.267
C -2.208 -5.798 -0.014
C -1.571 -4.598 0.249
C -0.883 -1.814 1.318
C -2.192 -1.512 1.692
C -2.491 -1.257 3.017
C -1.486 -1.282 3.974
C -0.182 -1.581 3.607
C 0.119 -1.852 2.278
H 5.721 -6.084 2.547
H 5.017 -4.558 2.001
H 5.748 -5.685 0.827
H 2.182 -6.348 -0.297
H 3.757 -5.658 -0.654
H 3.206 -3.634 0.692
H 1.668 -4.341 1.159
H 1.026 -4.382 -1.313
H 2.510 -3.511 -1.666
H 2.613 -0.476 1.740
H 4.725 -0.979 2.891
H 6.675 -1.795 1.604
H 6.500 -2.087 -0.844
H 4.391 -1.594 -2.002
H 3.322 0.824 -2.713
H 3.540 0.977 -5.162
H 2.302 -0.588 -6.620
H 0.860 -2.330 -5.620
H 0.668 -2.520 -3.180
H -1.938 -3.138 -2.798
H -3.099 -5.262 -3.240
H -3.263 -6.972 -1.464
H -2.280 -6.548 0.761
H -1.160 -4.409 1.233
H -2.980 -1.475 0.947
H -3.508 -1.024 3.304
H -1.720 -1.077 5.010
H 0.598 -1.621 4.355
H 1.126 -2.132 1.995
C 3.992 2.520 2.505
C 3.458 3.619 1.606
C 1.976 3.489 1.230
C 1.621 4.710 0.323
C 0.143 5.015 0.131
C 1.127 3.593 2.476
O 1.385 4.298 3.419
N -0.032 2.847 2.447
C -0.448 1.980 1.455
O -1.560 1.486 1.529
N 0.426 1.664 0.446
C 1.694 2.219 0.415
O 2.558 1.762 -0.309
H 5.045 2.688 2.731
H 3.915 1.552 2.019
H 3.455 2.490 3.455
H 4.035 3.679 0.683
H 3.551 4.576 2.120
H 2.120 4.545 -0.634
H 2.100 5.572 0.790
H -0.419 4.162 -0.245
H 0.029 5.820 -0.595
H -0.318 5.350 1.061
H -0.677 2.959 3.217
F -0.905 2.852 -2.032
C -0.094 1.793 -2.232
F 1.117 2.311 -2.455
F -0.489 1.236 -3.412
C -3.908 3.634 2.380
C -4.912 2.821 1.576
N -5.383 3.525 0.388
C -6.188 4.729 0.609
C -5.430 6.015 0.319
C -5.241 3.138 -0.899
O -5.768 3.736 -1.824
C -4.438 1.910 -1.263
C -4.973 1.075 -2.235
C -4.208 0.020 -2.699
C -2.936 -0.148 -2.198
N -2.401 0.650 -1.259
C -3.150 1.671 -0.821
H -3.545 3.045 3.221
H -4.362 4.544 2.773
H -3.051 3.914 1.766
H -5.786 2.599 2.196
H -4.485 1.866 1.290
H -6.521 4.697 1.648
H -7.069 4.666 -0.030
H -4.538 6.101 0.939
H -6.068 6.875 0.523
H -5.135 6.051 -0.728
H -5.957 1.285 -2.631
H -4.576 -0.654 -3.459
H -2.301 -0.941 -2.566
H -2.679 2.316 -0.096
*
```

Values from the calculation:
- Total energy: -105828.4852 eV
- F_max: 1.10 eV/Å

Atomic partial charges in e from the Löwdin method, atoms 1 to 4:
1 Rh 0.868
2 C -0.413
3 S 0.811
4 C -0.516

3.
The following is a quantum chemistry calculation of a single CH4N4S molecule at a distorted geometry, from the OMol25 dataset.

ORCA input file:
```
! wB97M-V def2-TZVPD RIJCOSX def2/J DEFGRID3
* xyz 0 1
S 2.883 0.340 0.362
N 1.334 0.128 0.051
N 0.756 -1.327 -0.211
N -0.517 -1.215 -0.135
C -0.912 0.273 0.354
N 0.298 1.041 0.113
H -1.074 -1.627 -0.946
H -1.716 0.798 -0.189
H -1.347 0.142 1.448
H 0.297 1.447 -0.847
*
```

Values from the calculation:
- Total energy: -17892.2718 eV
- F_max: 4.42 eV/Å
- Structure (SMILES): [S-][N+]1=NNCN1

Atomic partial charges in e from the natural (NBO) method, atoms 1 to 4:
1 S 0.132
2 N -0.298
3 N -0.039
4 N -0.428

4.
The following is a quantum chemistry calculation of 2 unconnected molecules or ions with the total composition C11H15NSi at a distorted geometry, from the OMol25 dataset.

ORCA input file:
```
! wB97M-V def2-TZVPD RIJCOSX def2/J DEFGRID3
* xyz 0 1
C -0.965 3.100 -0.589
C 4.307 -0.363 0.122
C 3.553 -0.323 -1.046
C 3.644 -0.215 1.307
C 2.224 -0.063 -1.058
C 2.315 0.170 1.337
C 1.532 0.191 0.187
C -3.725 -1.501 -1.245
C -0.855 0.756 2.091
C -2.754 -0.644 -0.384
C -1.362 -0.360 -0.960
N -1.123 4.115 -1.108
Si -0.332 0.627 0.300
H 5.370 -0.601 -0.077
H 4.035 -0.617 -1.987
H 4.083 -0.031 2.299
H 1.596 -0.269 -1.900
H 1.989 0.593 2.234
H -3.292 -2.549 -1.134
H -4.731 -1.470 -0.745
H -3.988 -1.209 -2.158
H -0.629 1.743 2.594
H -2.013 0.819 2.106
H -0.456 -0.085 2.643
H -3.319 0.264 -0.302
H -2.713 -1.028 0.635
H -1.634 0.195 -1.901
H -0.754 -1.248 -1.261
*
```

Values from the calculation:
- Total energy: -21015.3749 eV
- F_max: 6.44 eV/Å

Atomic partial charges in e from the natural (NBO) method, atoms 1 to 4:
1 C -0.084
2 C -0.179
3 C -0.212
4 C -0.217

Question: What is the formula in the first record?
Answer: C5H8O2